No. 1
Entry from the OMol25 dataset: C49H32Cl5F3NO4P2RuSSe as an isolated structure (the ωB97M-V functional and the def2-TZVPD basis).

The geometry in XYZ format:
```
99
C49H32Cl5F3NO4P2RuSSe, DFT the ωB97M-V functional and the def2-TZVPD basis
Ru 0.38 0.94 -0.29
O 0.39 1.45 3.74
S 0.23 0.69 2.51
C -1.28 -0.28 2.88
C -1.43 -1.00 4.06
C -2.65 -1.57 4.36
C -3.73 -1.40 3.50
C -3.59 -0.66 2.34
C -2.36 -0.09 2.02
P -2.08 0.91 0.51
C -2.76 2.54 0.88
C -2.64 3.53 -0.10
C -3.22 4.76 0.09
C -3.89 5.04 1.28
C -3.97 4.08 2.27
C -3.41 2.83 2.08
C -3.35 0.19 -0.58
C -3.37 -1.20 -0.68
C -4.28 -1.83 -1.49
C -5.19 -1.08 -2.22
C -5.17 0.31 -2.14
C -4.25 0.95 -1.32
C 1.43 -0.68 2.64
C 2.16 -0.75 3.81
C 3.17 -1.69 3.96
C 3.45 -2.56 2.91
C 2.72 -2.49 1.74
C 1.70 -1.55 1.59
P 0.72 -1.49 0.04
C -0.38 -2.91 0.32
C -0.71 -3.38 1.59
C -1.54 -4.47 1.73
C -2.04 -5.12 0.62
C -1.74 -4.65 -0.65
C -0.93 -3.54 -0.80
C 1.75 -2.13 -1.32
C 2.13 -1.24 -2.33
C 2.91 -1.66 -3.39
C 3.30 -2.99 -3.47
C 2.89 -3.89 -2.50
C 2.11 -3.47 -1.44
H -0.59 -1.09 4.73
H -2.78 -2.13 5.27
H -4.69 -1.83 3.74
H -4.44 -0.51 1.69
H -2.08 3.32 -1.01
H -3.14 5.52 -0.67
H -4.34 6.01 1.43
H -4.47 4.29 3.20
H -3.48 2.07 2.85
H -2.66 -1.77 -0.09
H -4.29 -2.91 -1.54
H -5.91 -1.57 -2.85
H -5.88 0.89 -2.71
H -4.24 2.03 -1.26
H 1.94 -0.04 4.60
H 3.74 -1.74 4.87
H 4.23 -3.29 3.01
H 2.95 -3.16 0.92
H -0.31 -2.89 2.47
H -1.79 -4.82 2.72
H -2.67 -6.00 0.74
H -2.13 -5.15 -1.52
H -0.71 -3.15 -1.79
H 1.84 -0.19 -2.26
H 3.20 -0.96 -4.16
H 3.92 -3.32 -4.29
H 3.18 -4.93 -2.57
H 1.76 -4.19 -0.71
Cl 7.47 2.66 2.59
C 5.81 2.42 2.23
C 5.43 1.45 1.30
Cl 6.61 0.46 0.55
C 4.10 1.28 1.00
Cl 3.56 0.16 -0.17
C 3.07 2.05 1.61
O 1.85 1.87 1.33
C 3.49 3.01 2.57
Cl 2.28 3.94 3.33
C 4.83 3.19 2.86
Cl 5.29 4.39 3.99
Se -0.87 1.13 -2.64
C 0.06 0.83 -4.30
C -0.37 -0.24 -5.08
C 0.21 -0.42 -6.32
N 1.14 0.38 -6.80
C 1.57 1.38 -6.04
C 1.07 1.64 -4.78
H -1.14 -0.90 -4.72
H -0.10 -1.23 -6.97
H 2.35 1.99 -6.48
H 1.47 2.46 -4.19
F 3.31 4.50 -2.02
C 2.21 4.69 -1.28
F 1.49 5.65 -1.88
F 2.61 5.18 -0.10
C 1.38 3.37 -1.09
O 1.85 2.36 -1.64
O 0.35 3.45 -0.42
```

- E_LUMO (spin up / spin down) (eV) = -1.88 / -1.55
- max |F| (hartree/bohr) = 0.050
- orbital gap (spin up / spin down) (eV) = 5.46 / 5.77
- 2S+1 = 2

The Mulliken scheme yields these atomic charges, measured in e: 2.38 -0.86 0.83 -0.04 -0.44 -0.88 -0.84 -0.44 -0.72 2.53 1.05 -0.45 -0.87 -0.80 -0.72 -0.90 0.38 -0.10 -1.08 -0.79 -0.78 -0.45 -0.06 -0.43 -0.96 -0.83 -0.37 -0.60 2.64 0.29 -0.77 -0.71 -0.84 -0.65 -0.42 1.27 -1.03 -1.12 -0.91 -0.93 -0.35 0.53 0.44 0.43 0.60 0.48 0.48 0.40 0.44 0.37 0.48 0.50 0.41 0.44 0.45 0.65 0.44 0.45 0.42 0.48 0.49 0.40 0.53 0.56 0.85 0.54 0.42 0.44 0.55 -0.22 0.47 0.02 -0.23 0.46 -0.11 -2.25 -0.08 0.71 -0.19 0.36 -0.21 -0.21 0.35 -0.37 -0.48 -0.63 -0.55 -0.16 0.39 0.38 0.39 0.40 -0.26 0.58 -0.27 -0.22 0.14 -0.58 -0.54

---

No. 2
Entry from the OMol25 dataset: C23H18N4O3Rh as an isolated structure (the ωB97M-V functional and the def2-TZVPD basis).

The geometry in XYZ format:
```
49
C23H18N4O3Rh, DFT the ωB97M-V functional and the def2-TZVPD basis
Rh 0.64 -0.11 -0.52
O -3.77 -0.95 -0.85
C -4.15 0.32 -0.90
C -5.52 0.60 -0.88
C -5.97 1.90 -0.92
C -5.05 2.97 -1.00
C -3.70 2.71 -1.03
C -3.22 1.39 -0.96
C -1.81 1.13 -0.94
O -1.35 -0.09 -0.76
N -0.94 2.12 -1.11
N 0.32 1.78 -1.02
C 1.27 2.67 -1.32
C 2.66 2.46 -1.25
C 3.54 3.49 -1.64
C 4.90 3.37 -1.50
C 5.46 2.20 -0.96
C 4.65 1.15 -0.62
C 3.24 1.22 -0.78
O 2.54 0.19 -0.47
H -2.78 -1.00 -0.83
H -6.21 -0.23 -0.82
H -7.02 2.11 -0.90
H -5.42 3.98 -1.03
H -2.99 3.51 -1.08
H 0.92 3.64 -1.64
H 3.12 4.41 -2.03
H 5.55 4.18 -1.80
H 6.52 2.13 -0.80
H 5.05 0.23 -0.23
N 0.53 -0.07 1.91
C 0.51 -1.46 2.28
C 0.51 -1.86 3.61
C 0.50 -3.21 3.94
C 0.49 -4.17 2.96
C 0.49 -3.81 1.60
C 0.50 -4.75 0.55
C 0.49 -4.32 -0.76
C 0.49 -2.96 -1.02
N 0.52 -2.04 -0.05
C 0.51 -2.42 1.26
H -0.31 0.41 2.25
H 1.34 0.40 2.31
H 0.52 -1.11 4.39
H 0.50 -3.50 4.98
H 0.49 -5.22 3.21
H 0.49 -5.80 0.79
H 0.48 -5.01 -1.58
H 0.47 -2.57 -2.04
```

- E_LUMO (spin up / spin down) (eV) = -3.43 / -6.39
- max |F| (hartree/bohr) = 0.068
- charge = +1
- orbital gap (spin up / spin down) (eV) = 5.28 / 4.63
- 2S+1 = 5

The Mulliken scheme yields these atomic charges, measured in e: 0.53 -0.66 0.29 -0.69 -0.33 -0.78 -0.35 0.23 1.30 -0.98 -0.78 0.37 -0.37 0.73 -0.91 -0.59 -0.46 -0.59 0.68 -0.65 0.40 0.47 0.41 0.41 0.45 0.41 0.39 0.42 0.41 0.47 -0.28 1.05 -0.80 -0.52 -0.96 0.46 -0.61 -0.70 -0.53 0.36 -0.10 0.34 0.35 0.48 0.41 0.44 0.45 0.43 0.49

---

No. 3
Entry from the OMol25 dataset: a 2-piece molecular cluster, C7H12N2S overall (the ωB97M-V functional and the def2-TZVPD basis).

The geometry in XYZ format:
```
22
C7H12N2S, DFT the ωB97M-V functional and the def2-TZVPD basis
C -0.03 -1.91 -1.96
C 0.12 0.92 -0.37
C 1.11 -1.88 -1.02
C 0.42 -2.19 0.27
C -0.83 -2.52 -0.08
C -0.58 0.82 1.91
C -0.27 3.07 0.82
N -1.08 -2.42 -1.39
N -0.14 1.64 0.76
S 0.51 1.86 -1.71
H 0.14 -1.71 -2.95
H 1.61 -2.79 -1.36
H 1.77 -1.09 -1.20
H 0.78 0.92 -2.69
H 1.08 -2.11 1.12
H -1.59 -3.02 0.58
H -0.95 1.38 2.75
H -1.43 0.08 1.65
H 0.27 0.25 2.29
H 0.08 3.62 -0.04
H -1.34 3.39 1.02
H 0.34 3.69 1.60
```

- E_LUMO (spin up / spin down) (eV) = 0.68 / -1.66
- max |F| (hartree/bohr) = 0.147
- orbital gap (spin up / spin down) (eV) = 5.83 / 6.65
- 2S+1 = 3

The Mulliken scheme yields these atomic charges, measured in e: -0.49 0.14 -0.33 -0.27 -0.45 -0.87 -0.92 -0.58 -0.03 -0.25 0.60 0.30 0.39 0.11 0.48 0.37 0.39 0.23 0.26 0.32 0.33 0.28

---

The highest 2S+1 belongs to which entry?
C23H18N4O3Rh

---

Among the records above, which one has the lowest max |F|?
C49H32Cl5F3NO4P2RuSSe